No. 1
{"formula": "CHCl2N2O2", "method": "ωB97M-V/def2-TZVPD", "total_charge": -1, "e_tot_ev": -33167.8065, "lumo_ev": [3.6, 1.4], "e_homo_ev": [-1.30, -5.09], "s_squared": 2.010, "spin_multiplicity": 3, "species": ["C", "N", "N", "O", "O", "Cl", "Cl", "H"], "positions_angstrom": [[0.822931, 0.221978, 0.024363], [-0.115058, -0.703496, -0.219778], [-1.368317, -0.364628, -0.074021], [-1.676826, 0.727544, 0.419911], [-2.211066, -1.184158, -0.412099], [2.265857, 0.044579, -1.273880], [1.723038, -0.025841, 1.561876], [0.559440, 1.284020, -0.026370]], "forces_ev_per_angstrom": [[0.333, 1.050, -1.591], [2.280, -1.808, 0.534], [2.312, 0.776, -0.310], [-1.218, 3.305, 1.799], [-3.461, -2.937, -1.554], [-0.495, 0.090, 0.118], [0.274, -0.105, 0.864], [-0.024, -0.372, 0.140]], "mulliken_charge": [0.015, -0.527, 1.077, -0.711, -0.710, -0.318, -0.217, 0.391]}

No. 2
{"formula": "C2H16NO5", "method": "ωB97M-V/def2-TZVPD", "total_charge": 1, "e_tot_ev": -14055.4574, "lumo_ev": -2.6, "e_homo_ev": -14.34, "spin_multiplicity": 1, "species": ["C", "O", "C", "N", "H", "H", "H", "H", "H", "H", "H", "H", "H", "H", "O", "H", "H", "O", "H", "H", "O", "H", "H", "O"], "positions_angstrom": [[-1.806108, 1.892582, 0.774145], [-1.995511, 1.298050, 2.070749], [-0.361811, 1.601457, 0.405004], [0.043399, 0.220456, 0.755670], [-1.957258, 2.967456, 0.745800], [-2.479200, 1.327022, 0.126082], [-2.392419, 1.918715, 2.689478], [-0.203303, 1.702751, -0.662334], [0.266577, 2.296684, 0.959901], [-0.358543, -0.080508, 1.638208], [1.066155, 0.194097, 0.822344], [-0.215824, -0.517082, 0.084962], [3.513449, 1.856926, 1.854542], [3.552229, 0.819206, 2.881688], [2.903197, 1.261585, 2.314505], [0.269500, -4.700995, -1.515378], [1.683772, -4.257503, -1.712715], [0.805168, -3.896218, -1.540969], [-2.097639, -2.472873, -0.433161], [-0.680429, -2.392875, -0.954760], [-1.396971, -1.833230, -0.617296], [1.309890, -0.124606, -3.540050], [-0.099790, 0.422251, -3.882466], [0.631472, 0.496654, -3.263952]], "forces_ev_per_angstrom": [[0.074, -1.566, 0.502], [0.092, 0.496, 0.042], [-0.282, 0.658, -0.330], [0.892, -0.525, -0.139], [-0.253, -0.016, -0.033], [-0.068, 0.537, -0.325], [-0.001, -0.020, -0.057], [0.132, 0.212, -0.160], [0.237, -0.250, -0.053], [-0.122, 0.239, 0.474], [-0.076, 0.023, 0.361], [-0.604, 0.308, -0.179], [-0.452, 0.171, -0.193], [-0.498, -0.256, 0.187], [0.776, 0.013, -0.159], [-0.088, 0.183, -0.002], [0.058, 0.320, 0.015], [-0.113, -0.422, 0.041], [-0.047, 0.308, 0.103], [0.080, -0.041, -0.208], [0.285, -0.364, -0.024], [-0.096, -0.038, -0.228], [0.097, -0.131, -0.144], [-0.025, 0.162, 0.510]], "mulliken_charge": [-0.354, -0.542, -0.466, -0.164, 0.377, 0.256, 0.315, 0.310, 0.332, 0.354, 0.384, 0.219, 0.329, 0.318, -0.638, 0.317, 0.307, -0.641, 0.300, 0.344, -0.671, 0.314, 0.322, -0.621]}

No. 3
{"formula": "C12H21BrN2O5S", "method": "ωB97M-V/def2-TZVPD", "total_charge": 0, "smiles": "C#CC[C@]1([C@@H](Br)CC)OS(=O)(=O)O[C@@H]1CN.CNC(C)=O", "e_tot_ev": -106869.4521, "lumo_ev": -0.1, "e_homo_ev": -9.58, "spin_multiplicity": 1, "species": ["C", "C", "C", "C", "C", "Br", "C", "C", "O", "S", "O", "O", "O", "C", "C", "N", "H", "H", "H", "H", "H", "H", "H", "H", "H", "H", "H", "H", "H", "H", "C", "C", "O", "N", "C", "H", "H", "H", "H", "H", "H", "H"], "positions_angstrom": [[4.160449, -1.300289, 2.822734], [3.183618, -1.065330, 1.809540], [2.439739, -0.631496, 0.413749], [1.723071, 0.843573, 0.435117], [0.094318, 0.767427, 0.806903], [-0.924814, -0.052620, -0.758706], [-0.211555, -0.077287, 2.185852], [-1.579544, 0.618892, 2.847442], [1.626402, 1.133993, -1.034912], [2.410917, 2.626366, -1.441508], [3.046999, 2.768026, -2.845684], [1.244279, 3.681443, -1.529953], [3.454484, 2.676861, -0.087703], [2.542161, 2.156116, 0.978604], [3.020956, 2.248777, 2.543548], [3.643995, 3.645850, 2.737221], [5.012331, -1.407441, 3.651962], [3.149358, -0.758879, -0.527327], [1.562268, -1.421981, 0.246545], [-0.311710, 1.886744, 0.891734], [0.723676, 0.076906, 2.885368], [-0.374508, -1.207140, 1.900999], [-1.852140, 0.182067, 3.899158], [-1.315704, 1.781005, 2.908719], [-2.423076, 0.460408, 2.030320], [1.689091, 2.990929, 0.946378], [2.149578, 2.158674, 3.319989], [3.897539, 1.483919, 2.808795], [4.602963, 3.543336, 2.291769], [3.091777, 4.239496, 2.054548], [-2.736266, -2.236105, -3.557887], [-3.606485, -2.505004, -2.361552], [-3.252271, -2.221296, -1.220303], [-4.824078, -3.082850, -2.572242], [-5.416799, -3.487236, -3.824868], [-1.799846, -1.774138, -3.232038], [-2.499441, -3.174017, -4.067320], [-3.240993, -1.548108, -4.241315], [-5.351078, -3.231903, -1.719698], [-6.358329, -2.945987, -3.944361], [-5.622712, -4.558826, -3.771811], [-4.768617, -3.282874, -4.677806]], "forces_ev_per_angstrom": [[-6.378, 1.987, -7.174], [7.622, -0.896, 6.123], [-0.397, -1.350, 1.022], [-0.133, -0.506, -1.671], [0.758, 0.771, 1.226], [0.639, 0.464, 1.581], [-0.385, 0.934, -0.420], [1.048, 0.062, -1.118], [2.481, 2.465, 0.023], [-3.767, 3.638, -5.048], [-0.570, -2.192, 5.750], [4.175, -3.856, 2.363], [-2.107, -1.411, -0.885], [-3.533, 1.043, 1.479], [2.161, 0.125, -0.144], [-0.233, -1.273, -2.129], [-2.681, 0.155, -2.260], [-1.246, 0.540, 2.315], [1.875, 1.758, 0.364], [0.961, -2.517, -0.267], [-1.876, -0.515, -1.266], [0.411, 2.287, 0.766], [0.473, 0.859, -2.186], [-0.840, -2.533, 0.120], [1.559, 0.370, 2.012], [1.464, -1.742, 0.237], [1.350, -0.172, -1.994], [-2.330, 1.442, -0.651], [-1.529, 0.514, 0.693], [1.058, -0.422, 1.193], [0.220, 0.102, -0.078], [-0.124, 0.038, 0.915], [-0.120, -0.128, -0.590], [0.557, 0.269, 0.187], [-0.312, -0.105, 0.308], [-0.269, -0.129, 0.039], [-0.069, 0.153, -0.123], [0.079, -0.170, -0.089], [0.131, 0.039, -0.224], [0.008, -0.127, -0.309], [-0.067, 0.029, -0.325], [-0.064, -0.003, 0.234]], "mulliken_charge": [-0.602, -0.067, -0.458, 0.928, -0.751, -0.076, -0.062, -0.961, -0.307, 0.998, -0.561, -0.529, -0.436, -0.326, -0.262, -0.725, 0.332, 0.350, 0.278, 0.441, 0.203, 0.276, 0.340, 0.255, 0.242, 0.434, 0.172, 0.252, 0.322, 0.316, -1.094, 0.773, -0.621, -0.183, -0.837, 0.117, 0.354, 0.350, 0.236, 0.280, 0.282, 0.328]}

No. 4
{"formula": "C3H4N2O", "method": "ωB97M-V/def2-TZVPD", "total_charge": 0, "smiles": "N#CCNC=O", "e_tot_ev": -8201.9830, "lumo_ev": 0.6, "e_homo_ev": -10.19, "spin_multiplicity": 1, "species": ["O", "C", "N", "C", "C", "N", "H", "H", "H", "H"], "positions_angstrom": [[1.499323, 0.452537, -0.616887], [1.352637, 0.210738, 0.563179], [0.217900, -0.391934, 0.913298], [-0.824473, -0.485111, -0.254491], [-0.794804, 0.689007, -1.074437], [-1.328810, 1.300201, -1.897891], [2.101437, 0.534734, 1.307119], [0.220949, -0.463341, 1.929323], [-0.632376, -1.318931, -0.951583], [-1.843568, -0.578165, 0.125565]], "forces_ev_per_angstrom": [[1.478, 0.532, -0.580], [0.195, 0.492, -1.887], [-0.630, -0.287, 0.051], [1.353, -0.880, 2.568], [-1.811, 0.737, -1.511], [0.886, 0.379, 0.422], [-0.385, -0.415, 0.253], [-1.733, -0.541, -0.423], [0.318, 0.097, 0.764], [0.329, -0.114, 0.344]], "mulliken_charge": [-0.557, 0.017, -0.204, -0.142, 0.252, -0.470, 0.386, 0.248, 0.187, 0.284]}